A molecular structure, C38H50Cl2NO6P2V. Source: the Open Molecules 2025 dataset; level of theory: ωB97M-V/def2-TZVPD.

Values from the calculation:
* 2S+1: 3
* charge: -2
* E_HOMO (spin up / spin down): -0.0573 / -0.0571 Eh
* calculated total energy: -123311.1234 eV
* M: 800.617 g/mol
* expectation value of S²: 2.0217
* lowest unoccupied orbital energy (spin up / spin down): 0.15682 / 0.15683 hartree
* energy above the lowest of the compared OMol25 structures with the same formula, charge and spin: 1.4 kcal per mole
* HOMO-LUMO gap (spin up / spin down): 5.83 / 5.82 eV

Each line ends with the Löwdin charge.
Atoms and positions in Å:
V: -0.8041 0.1621 0.1539  0.8034
C: 2.8867 0.0443 5.1181  -0.0453
C: 2.0364 -1.1583 4.7983  -0.2628
C: 2.1936 -2.2985 5.5851  -0.0717
C: 1.4202 -3.4338 5.3942  -0.1021
C: 0.4525 -3.4413 4.4032  -0.0869
C: 0.2948 -2.3218 3.6008  -0.1025
C: 1.0779 -1.1801 3.7713  -0.2826
P: 0.6773 0.1454 2.5540  1.1412
C: 2.2700 1.0054 2.3124  -0.3222
C: 2.4677 2.3179 2.7297  -0.1188
C: 3.6668 2.9694 2.4872  -0.1072
C: 4.6756 2.3073 1.8015  -0.0963
C: 4.4757 1.0056 1.3680  -0.0524
C: 3.2823 0.3336 1.6147  -0.2721
C: 3.1141 -1.0888 1.1599  -0.0466
C: -0.3889 1.2719 3.4866  -0.3471
C: -0.6459 1.2119 4.8494  -0.1011
C: -1.6884 1.9455 5.3988  -0.1199
C: -2.4821 2.7222 4.5604  -0.1109
C: -2.2221 2.7935 3.2018  -0.0589
C: -1.1605 2.0837 2.6289  -0.3442
C: -0.8215 2.0887 1.2012  -0.2296
H: 3.3351 -0.0733 6.1063  0.0708
H: 2.2979 0.9609 5.1135  0.0681
H: 3.6890 0.1822 4.3903  0.0801
H: 2.9362 -2.2845 6.3764  0.0971
H: 1.5686 -4.3022 6.0258  0.0904
H: -0.1759 -4.3104 4.2497  0.0993
H: -0.4598 -2.3013 2.8250  0.0435
H: 1.6655 2.8291 3.2515  0.1086
H: 3.8031 3.9945 2.8113  0.0930
H: 5.6097 2.8119 1.5834  0.0901
H: 5.2479 0.5012 0.7983  0.1083
H: 3.7558 -1.2900 0.3026  0.0815
H: 2.0864 -1.2918 0.8525  0.0465
H: 3.3622 -1.7847 1.9684  0.0846
H: -0.0639 0.5493 5.4811  0.0947
H: -1.9031 1.8829 6.4589  0.0828
H: -3.3215 3.2718 4.9731  0.0876
H: -2.8533 3.3954 2.5574  0.1051
H: 0.1995 2.4488 1.0799  0.0126
H: -1.4946 2.7148 0.6081  0.0676
Cl: -2.8781 -0.9107 2.6820  0.4281
C: -2.7490 -0.0696 1.0332  -0.5901
H: -3.2710 0.8765 1.1913  -0.0110
H: -3.3546 -0.7003 0.3837  -0.0186
C: 1.1319 -1.8502 -1.9257  -0.0562
C: 1.7072 -0.4757 -1.7680  -0.4013
C: 2.8713 -0.0366 -2.3698  -0.1198
C: 3.0021 1.3291 -2.0230  -0.1321
C: 1.9141 1.6392 -1.2300  -0.3936
C: 1.6490 3.0292 -0.7290  -0.0640
N: 1.1194 0.5280 -1.0345  0.0423
H: 1.6359 -2.3412 -2.7625  0.0734
H: 0.0629 -1.8283 -2.1459  0.0558
H: 1.2649 -2.4748 -1.0400  0.0368
H: 3.5022 -0.6274 -3.0205  0.0746
H: 3.7651 2.0303 -2.3361  0.0777
H: 2.2321 3.7224 -1.3416  0.0722
H: 1.9513 3.1842 0.3096  0.0444
H: 0.6014 3.3210 -0.8075  0.0484
C: -2.3658 -3.4768 -3.5587  -0.0317
C: -3.0380 -2.1164 -3.6908  -0.6251
C: -4.4584 -2.1618 -3.1418  -0.0286
C: -3.0099 -1.6464 -5.1425  -0.0431
O: -2.2575 -1.2519 -2.8511  -0.1613
P: -2.3075 0.3420 -2.8262  0.2964
O: -3.5803 0.9273 -3.3168  -0.2781
O: -1.8622 0.7211 -1.4307  -0.3367
O: -1.1031 0.6233 -3.8653  -0.1559
C: -0.8134 1.9111 -4.4337  -0.6293
C: -1.7664 2.1491 -5.6021  -0.0445
C: 0.6264 1.7987 -4.9110  -0.0228
C: -0.9378 3.0170 -3.3929  -0.0298
H: -2.8980 -4.2187 -4.1606  0.0796
H: -2.3644 -3.7855 -2.5137  0.0626
H: -1.3319 -3.4153 -3.9041  0.0859
H: -5.0551 -2.8868 -3.7037  0.0779
H: -4.9163 -1.1754 -3.2185  0.0724
H: -4.4205 -2.4591 -2.0931  0.0817
H: -3.5446 -2.3672 -5.7673  0.0778
H: -1.9779 -1.5728 -5.4903  0.0848
H: -3.4826 -0.6689 -5.2374  0.0700
H: -1.6592 1.3474 -6.3365  0.0785
H: -1.5368 3.1022 -6.0875  0.0758
H: -2.7947 2.1599 -5.2410  0.0679
H: 0.9399 2.7286 -5.3944  0.0803
H: 0.7146 0.9802 -5.6290  0.0835
H: 1.2872 1.5890 -4.0680  0.0688
H: -1.9718 3.1268 -3.0629  0.0828
H: -0.5966 3.9632 -3.8215  0.0859
H: -0.3178 2.7729 -2.5320  0.0587
Cl: -0.0495 -5.1076 -0.5178  0.5362
C: -0.8816 -4.1923 0.7909  -0.4630
C: -1.4415 -2.8655 0.2479  -0.7274
O: -2.5586 -2.8952 -0.2435  0.0169
O: -0.6440 -1.8720 0.3917  -0.2006
H: -0.1426 -4.0428 1.5708  0.0406
H: -1.7031 -4.8173 1.1266  0.0695

Force components x, y, z for each atom (eV/Å):
0.04 -0.05 0.03
0.00 -0.01 0.01
0.00 0.01 0.02
-0.01 0.00 0.00
0.00 0.00 -0.01
0.01 -0.01 0.01
-0.01 0.01 0.00
0.01 -0.01 -0.03
-0.09 -0.03 -0.01
-0.01 0.01 -0.02
0.01 0.03 0.02
-0.02 0.00 0.01
0.00 -0.02 -0.01
0.02 0.02 0.01
0.02 0.01 0.01
0.01 -0.01 0.00
0.00 0.03 -0.01
0.02 0.01 0.01
0.00 0.01 -0.03
0.00 -0.01 0.02
0.02 0.01 0.00
0.00 -0.06 0.01
0.04 0.07 -0.01
0.00 0.00 0.00
0.00 0.00 0.00
-0.01 0.00 0.00
0.00 0.00 0.00
0.00 0.00 0.00
0.00 0.00 0.00
0.00 0.00 0.00
0.01 0.01 0.00
0.00 0.00 0.00
0.00 0.00 0.00
0.00 0.00 0.00
-0.01 -0.01 0.00
0.00 0.00 -0.01
0.01 0.00 0.00
0.00 0.00 0.00
0.00 0.00 0.00
0.00 0.00 0.00
0.00 0.00 0.00
-0.03 0.06 0.01
-0.01 0.00 0.00
0.00 -0.01 -0.02
-0.04 0.01 0.10
-0.02 -0.01 0.01
0.02 0.00 0.00
0.04 0.03 0.02
0.00 -0.10 -0.02
-0.03 0.01 0.01
-0.02 0.01 -0.05
0.07 0.02 -0.01
0.01 -0.02 0.07
-0.09 0.02 -0.03
0.00 -0.02 0.00
0.01 0.01 -0.01
0.01 0.02 -0.02
0.01 0.01 0.00
0.00 -0.01 -0.01
-0.01 0.02 0.01
0.00 -0.02 -0.02
0.00 -0.01 0.01
0.00 0.02 0.00
-0.01 -0.03 -0.01
-0.02 -0.01 -0.01
0.01 0.00 0.01
0.03 0.02 0.03
-0.05 0.00 -0.08
0.02 -0.01 0.02
0.15 -0.02 0.02
0.00 0.01 0.05
-0.02 -0.01 -0.03
0.00 0.03 0.00
0.02 -0.02 0.00
0.01 -0.03 0.00
0.00 -0.01 0.01
-0.01 0.00 0.00
0.00 0.00 0.00
-0.01 0.00 0.00
0.01 -0.01 0.00
0.00 0.00 0.00
0.00 0.00 0.00
0.00 0.00 0.00
0.00 0.00 0.00
0.00 0.00 0.00
0.00 0.00 0.00
0.00 -0.01 -0.01
0.00 0.00 0.00
0.00 0.00 -0.01
0.00 0.01 0.01
-0.01 0.00 0.01
-0.01 0.01 0.00
-0.02 0.00 -0.03
-0.02 -0.02 -0.02
0.02 -0.01 -0.01
-0.05 0.01 0.06
0.03 -0.03 -0.08
-0.07 0.10 -0.02
0.02 0.01 -0.02
0.01 0.00 0.02

2 unconnected molecules or ions with the total composition C17H29IN5O5. Source: the Open Molecules 2025 dataset; level of theory: ωB97M-V/def2-TZVPD.

Values from the calculation:
* charge: +1
* E_HOMO: -0.4418 Eh
* calculated total energy: -43881.6843 eV
* M: 510.353 g/mol
* lowest unoccupied orbital energy: -0.14260 hartree
* energy above the lowest of the compared OMol25 structures with the same formula, charge and spin: 5.2 kcal per mole
* HOMO-LUMO gap: 8.14 eV

Each line ends with the Löwdin charge.
Atoms and positions in Å:
C: 2.6543 -3.7504 0.9191  -0.0781
C: 3.4063 -2.6219 1.5751  -0.2359
N: 2.5975 -1.4655 1.9854  0.0228
N: 2.1117 -0.6243 0.9542  0.0479
C: 2.9575 0.1759 0.2500  -0.1953
C: 4.4602 0.1653 0.4533  -0.0929
C: 5.1983 -0.2588 -0.8195  -0.8152
O: 6.2562 0.1738 -1.0708  0.0591
I: 4.2989 -1.6272 -2.2117  0.9329
C: 2.4477 1.0749 -0.6592  0.0507
C: 1.0850 1.1658 -0.8663  -0.0228
C: 0.6086 2.1887 -1.8519  -0.5022
O: 0.5422 1.9476 -3.0071  0.1992
O: 0.3832 3.4091 -1.3319  0.1208
C: 0.2127 0.3503 -0.1436  -0.0527
C: -1.2657 0.4994 -0.3945  -0.1079
C: -1.7400 -0.2023 -1.6811  -0.2378
N: -3.1661 0.0102 -1.9372  0.0218
C: 0.7525 -0.5483 0.7906  -0.0566
C: -0.1293 -1.3812 1.6664  -0.0857
C: -0.6361 -2.6978 1.0061  -0.1230
C: -2.1402 -2.7598 0.7508  -0.2333
O: -2.7609 -3.4252 1.8366  -0.1796
C: -4.0783 -2.9415 2.1095  -0.0819
H: 2.2859 -3.4866 -0.0657  0.0511
H: 1.8668 -4.1447 1.5452  0.0722
H: 3.3634 -4.5602 0.7704  0.0897
H: 3.8312 -3.0011 2.4992  0.1329
H: 4.2490 -2.3604 0.9369  0.0726
H: 3.0978 -0.8932 2.6512  0.1436
H: 4.7560 1.1768 0.6959  0.1438
H: 4.7192 -0.5318 1.2367  0.1034
H: 3.1235 1.7215 -1.1965  0.1568
H: -0.4164 3.3389 -0.7750  0.0870
H: -1.8701 0.1873 0.4457  0.0992
H: -1.4793 1.5584 -0.5205  0.1119
H: -1.1902 0.2148 -2.5117  0.1070
H: -1.5614 -1.2712 -1.6065  0.1026
H: -3.6637 0.1448 -1.0649  0.0659
H: -3.2968 0.8649 -2.4636  0.0719
H: -0.9875 -0.8065 1.9876  0.1200
H: 0.4330 -1.6113 2.5597  0.1106
H: -0.3592 -3.5273 1.6407  0.1086
H: -0.1246 -2.8279 0.0579  0.1064
H: -2.3052 -3.3395 -0.1564  0.1307
H: -2.5459 -1.7599 0.6345  0.0907
H: -4.0164 -2.0512 2.7303  0.0871
H: -4.6176 -2.7391 1.1875  0.0872
H: -4.6098 -3.7368 2.6174  0.0898
C: -2.6272 5.3973 -1.3361  -0.6510
O: -2.1074 4.3761 -0.8961  -0.0045
N: -3.0210 6.4145 -0.5241  0.1655
N: -2.8439 5.5804 -2.6658  0.1694
H: -3.4465 7.2559 -0.8637  0.1025
H: -2.8725 6.3051 0.4613  0.1088
H: -2.5533 4.8494 -3.2879  0.1096
H: -3.2661 6.4060 -3.0458  0.1031

Force components x, y, z for each atom (eV/Å):
0.18 -0.11 -0.09
0.05 -0.25 -0.03
0.09 -0.10 -0.10
-0.10 0.25 -0.13
0.34 0.27 -0.14
-1.48 -0.68 -0.35
-0.17 0.16 0.12
0.92 0.30 -0.17
-0.23 -0.11 0.19
-0.03 -0.25 0.24
-0.03 -0.37 0.50
0.00 0.48 0.36
0.12 -0.32 -1.00
-0.08 -0.51 0.09
0.22 -0.12 0.06
0.24 0.14 -0.26
-0.65 0.20 0.36
0.28 0.18 0.12
-0.40 0.22 -0.15
0.07 -0.50 0.20
0.07 0.58 -0.26
0.41 -0.59 0.49
-0.18 0.39 0.05
0.47 -0.49 -0.23
-0.25 0.10 -0.13
-0.31 0.06 0.10
0.11 -0.11 -0.08
0.05 0.12 0.27
0.05 0.12 -0.12
-0.03 0.16 0.03
0.38 0.12 0.10
0.41 0.14 0.19
0.14 0.04 -0.06
-0.12 0.87 0.08
-0.02 -0.17 0.22
-0.12 0.23 0.01
0.27 -0.23 -0.32
0.25 -0.18 -0.07
-0.15 -0.15 -0.02
-0.06 0.00 -0.04
-0.13 0.32 -0.03
0.01 -0.09 0.14
-0.04 -0.29 0.08
0.15 -0.12 -0.18
-0.24 0.07 -0.24
-0.21 0.19 -0.15
-0.18 0.18 0.08
-0.09 0.16 -0.16
-0.03 -0.01 0.27
-0.06 0.24 -0.14
0.02 -0.35 0.24
0.05 -0.11 0.00
0.01 -0.10 0.08
0.00 0.01 -0.01
-0.01 0.01 0.01
0.03 0.02 -0.02
0.00 0.01 0.00

A gas-phase ion, C5H10NO (charge +1). Source: the Open Molecules 2025 dataset; level of theory: ωB97M-V/def2-TZVPD.

Values from the calculation:
* charge: +1
* E_HOMO: -0.5693 Eh
* calculated total energy: -8873.3259 eV
* M: 100.141 g/mol
* lowest unoccupied orbital energy: -0.10887 hartree
* energy above the lowest of the compared OMol25 structures with the same formula, charge and spin: 121.2 kcal per mole
* HOMO-LUMO gap: 12.53 eV
* SMILES: C[C@@]12CO[N@+]1(C)C2

Each line ends with the Löwdin charge.
Atoms and positions in Å:
C: -0.6559 -0.7579 -1.4463  0.0075
C: -0.6022 -0.6133 0.0168  -0.2829
C: 0.0908 -1.4510 0.9865  -0.0643
O: 0.8985 -0.3965 1.5713  0.0259
N: 0.3101 0.5449 0.6637  -0.0656
C: 1.3353 1.5436 -0.2424  0.1486
C: -1.1338 0.5206 0.7743  0.0139
H: 0.3445 -0.8710 -1.8816  0.0985
H: -1.1403 0.2043 -1.8888  0.1342
H: -1.2613 -1.5827 -1.8915  0.1180
H: -0.4156 -1.9521 1.7604  0.1349
H: 0.7835 -2.1259 0.5391  0.1403
H: 0.8425 2.1017 -1.0575  0.0969
H: 1.7354 2.2869 0.5272  0.1185
H: 2.1099 0.8759 -0.6220  0.0885
H: -1.7620 1.3277 0.4392  0.1542
H: -1.4794 0.3446 1.7518  0.1329

Force components x, y, z for each atom (eV/Å):
-1.06 1.36 -2.17
-0.02 1.95 -0.20
2.02 -1.63 0.71
-0.64 1.28 -0.60
1.69 1.37 -3.13
-0.58 -0.16 2.68
-1.03 0.45 0.59
-0.13 0.02 0.18
0.94 -1.61 0.68
0.29 0.39 0.96
-1.16 -0.63 0.73
0.41 -0.71 -0.50
-0.44 -0.71 0.63
-0.52 -1.22 -1.06
-0.22 0.03 0.25
0.50 0.32 -1.15
-0.05 -0.49 1.41